#P
Below is C25H44O2P2Tb as an isolated structure, with properties calculated with wB97M-V/def2-TZVPD.

Values from the calculation:
**Spin multiplicity**: 7
**Frontier orbital gap (spin up / spin down)**: 6.81 / 7.87 eV
**Charge**: +1
**Highest occupied orbital energy (spin up / spin down)**: -10.628 / -10.736 eV
**LUMO (spin up / spin down)**: -3.81 / -2.87 eV

Positions of all 74 atoms, in Å:
Tb  0.08564  -0.07611  2.18678
C  -1.85001  -0.99011  3.60380
C  -1.46622  -2.07849  2.76242
C  0.37064  -1.50183  4.06132
C  -0.72002  -0.63577  4.41711
C  -0.08325  -2.37279  3.00796
C  -3.22824  -0.45954  3.78443
H  -3.80814  -0.53085  2.85192
H  -3.21378  0.59381  4.09279
H  -3.78666  -1.02053  4.55697
C  -0.66354  0.43449  5.44821
H  -1.61049  0.99126  5.48553
H  0.13651  1.16811  5.21253
H  -0.45313  0.01437  6.44439
C  1.73413  -1.46881  4.66141
H  1.70015  -1.85062  5.69362
H  2.14482  -0.43974  4.68324
H  2.43149  -2.08240  4.07371
C  0.71930  -3.46566  2.40035
H  0.65585  -4.38262  3.01236
H  1.77928  -3.18900  2.32186
H  0.35804  -3.71452  1.39055
C  -2.37287  -2.88251  1.90385
H  -2.67066  -3.81849  2.40358
H  -1.89140  -3.15899  0.95875
H  -3.28943  -2.33262  1.66643
C  -0.99247  2.04033  0.52923
C  -2.04345  1.18812  0.67201
C  -2.47175  0.13931  -0.30205
C  -1.36946  -0.57558  -1.14845
C  -0.12695  -1.06254  -0.47399
C  1.00855  -0.31849  -0.32018
C  1.16333  1.10951  -0.76550
C  -0.04971  2.10382  -0.63698
H  -3.17884  0.59118  -1.02845
H  -1.11483  0.07701  -2.00776
H  -3.06713  -0.62952  0.22992
H  -0.58775  2.10184  -1.59616
H  -0.82950  2.81376  1.30586
H  -2.69436  1.29387  1.55929
H  0.41858  3.10004  -0.55996
H  2.02411  1.55502  -0.22602
H  1.91093  -0.76283  0.14624
H  1.45421  1.12044  -1.83494
H  -1.85502  -1.46970  -1.58684
H  -0.13962  -2.11045  -0.13124
P  -0.48905  1.14670  -4.31799
C  -0.56850  2.98903  -4.43946
C  -1.80740  0.81086  -5.57234
P  1.78712  -0.63071  -5.10108
C  0.94559  0.97336  -5.50609
C  1.26814  -1.56645  -6.61509
C  3.44020  -0.17277  -5.79387
H  0.30065  3.42170  -3.92749
H  -1.48475  3.32845  -3.93994
H  -0.57545  3.32332  -5.48636
H  -1.70469  1.44858  -6.46580
H  -2.78139  1.02360  -5.10664
H  -1.79993  -0.24199  -5.88998
H  3.37806  0.18972  -6.83078
H  4.09348  -1.05565  -5.77140
H  3.89375  0.60851  -5.17043
H  1.66186  1.80265  -5.36468
H  0.61302  0.98716  -6.56140
H  1.84561  -2.50273  -6.66291
H  1.45733  -1.00621  -7.54527
H  0.20158  -1.82816  -6.57125
C  2.94116  2.15196  5.60227
O  2.58927  2.27157  4.19485
C  1.69780  1.46710  3.67320
O  1.51830  1.60783  2.40923
H  2.85983  3.15232  6.04008
H  3.97371  1.79655  5.66835
H  2.27778  1.44850  6.14234

---

#Q
Below is C25H44O2P2Tb as an isolated structure, with properties calculated with wB97M-V/def2-TZVPD.

Values from the calculation:
**Spin multiplicity**: 7
**Frontier orbital gap (spin up / spin down)**: 5.15 / 6.64 eV
**Charge**: +1
**Highest occupied orbital energy (spin up / spin down)**: -9.382 / -9.382 eV
**LUMO (spin up / spin down)**: -4.23 / -2.75 eV

Positions of all 74 atoms, in Å:
Tb  0.69179  0.57064  -0.22723
C  2.04314  -1.33874  0.74512
C  0.86962  -2.02363  0.28712
C  1.86123  -1.00347  -1.54852
C  2.68750  -0.75213  -0.39573
C  0.75400  -1.80842  -1.12210
C  2.65873  -1.45072  2.09587
H  1.94441  -1.81989  2.83328
H  3.03033  -0.48202  2.44482
H  3.51173  -2.15257  2.08004
C  4.00038  -0.05545  -0.43145
H  4.46975  -0.04317  0.55445
H  3.91112  0.98759  -0.77926
H  4.67953  -0.56407  -1.13236
C  2.06430  -0.35732  -2.87621
H  2.93054  -0.78800  -3.40043
H  2.25560  0.72920  -2.78232
H  1.18699  -0.47776  -3.52263
C  -0.26606  -2.40689  -2.02409
H  0.09153  -3.35073  -2.47569
H  -0.51419  -1.72491  -2.84739
H  -1.19581  -2.63385  -1.48999
C  0.07851  -3.00639  1.08410
H  0.38981  -4.04243  0.86494
H  -0.99602  -2.93630  0.86501
H  0.20834  -2.85130  2.16172
C  -1.52550  1.94275  2.06905
C  -1.24863  0.76807  2.65455
C  -2.09043  -0.45977  2.72668
C  -3.16895  -0.65945  1.63400
C  -2.70803  -0.67310  0.22466
C  -2.45227  0.40639  -0.54781
C  -2.74264  1.84339  -0.22613
C  -2.72743  2.29713  1.24922
H  -2.63081  -0.51402  3.69551
H  -3.98533  0.05713  1.79603
H  -1.39570  -1.31995  2.71064
H  -3.66194  1.98316  1.74235
H  -0.81286  2.77419  2.20126
H  -0.26230  0.66900  3.14755
H  -2.75303  3.39987  1.22516
H  -2.02895  2.47169  -0.79331
H  -2.06336  0.24358  -1.56999
H  -3.74142  2.13470  -0.62332
H  -3.58845  -1.66106  1.82061
H  -2.57743  -1.67022  -0.20980
P  -6.17031  3.58791  -1.25061
P  -7.15417  3.11360  -4.00620
C  -7.88527  4.28786  -1.59417
C  -8.11155  4.44047  -3.09176
H  -7.98086  5.25578  -1.08698
H  -8.62211  3.60245  -1.15578
H  -9.17273  4.35788  -3.35983
H  -7.73870  5.40403  -3.46045
C  -7.53593  3.74874  -5.68770
H  -7.22829  2.99602  -6.42089
H  -6.96323  4.66483  -5.86310
H  -8.60769  3.95915  -5.80387
C  -8.51312  1.87192  -3.95673
H  -9.46943  2.34168  -4.21908
H  -8.58531  1.41804  -2.96450
H  -8.27901  1.08888  -4.68471
C  -5.48415  5.12135  -0.49592
H  -4.51504  4.89937  -0.03289
H  -6.18357  5.52094  0.25149
H  -5.33739  5.85898  -1.29638
C  -6.61694  2.62927  0.25991
H  -7.23479  1.77557  -0.05090
H  -7.17981  3.25675  0.96547
H  -5.70417  2.24854  0.73727
O  1.57137  2.68001  -0.53197
C  2.02451  2.66703  0.66887
O  1.80020  1.66166  1.44008
H  2.59838  3.50174  1.07130

---

Most stable structure: #Q

---

#P
Below is one molecule with the formula C4H10N2OS, with properties calculated with wB97M-V/def2-TZVPD.

Values from the calculation:
**SMILES**: [H]/N=C(\N)[C@@H](S)CCO
**Frontier orbital gap**: 9.96 eV
**Charge**: 0
**Highest occupied orbital energy**: -9.395 eV
**LUMO**: 0.56 eV

Positions of all 18 atoms, in Å:
C  -1.21929  0.50872  0.60495
C  -0.55900  -0.55943  -0.24641
C  0.73523  -1.09472  0.35817
C  1.88883  -0.10184  0.27019
H  -2.62874  0.83142  -0.90534
H  -2.99216  1.58265  0.59817
H  -1.08342  1.76917  2.05873
H  -1.31111  -1.31152  -0.31399
H  -0.01357  -0.98814  -2.49405
H  0.60821  -1.41837  1.41822
H  0.97596  -2.02332  -0.18931
H  1.55008  0.90124  0.43691
H  2.58427  -0.37773  1.05555
H  2.20971  0.34072  -1.58708
N  -2.40503  0.97215  0.07571
N  -0.63656  0.93204  1.66585
O  2.66290  -0.18106  -0.93114
S  -0.36631  0.21802  -1.87512

---

#Q
Below is one molecule with the formula C4H10N2OS, with properties calculated with wB97M-V/def2-TZVPD.

Values from the calculation:
**SMILES**: NC(=O)[C@H](N)CCS
**Frontier orbital gap**: 9.74 eV
**Charge**: 0
**Highest occupied orbital energy**: -9.142 eV
**LUMO**: 0.60 eV

Positions of all 18 atoms, in Å:
N  1.75591  -0.53320  -0.12838
C  0.36320  -0.20671  -0.50326
C  -0.41381  0.07820  0.77032
C  0.19567  1.23480  1.60772
S  -0.96780  2.10594  2.82668
C  -0.18264  -1.41737  -1.34273
N  -0.97520  -0.95228  -2.35238
O  0.16857  -2.50432  -0.95498
H  2.17162  -1.08298  -0.87663
H  1.84550  -0.78491  0.83863
H  0.40902  0.82116  -0.96687
H  -1.43940  0.29806  0.32264
H  -0.58395  -0.74269  1.42787
H  0.59698  1.91751  0.80970
H  0.98848  0.84672  2.29883
H  -1.92506  2.21803  1.89648
H  -1.01809  -1.40403  -3.24967
H  -0.98902  0.10807  -2.42399

---

#R
Below is one molecule with the formula C4H10N2OS, with properties calculated with wB97M-V/def2-TZVPD.

Values from the calculation:
**SMILES**: CCNCC(=S)NO
**Frontier orbital gap**: 9.22 eV
**Charge**: 0
**Highest occupied orbital energy**: -8.748 eV
**LUMO**: 0.48 eV

Positions of all 18 atoms, in Å:
C  -1.72728  0.41045  1.30216
C  -1.92796  -0.34366  -0.06587
C  0.36439  -1.04704  -0.61786
C  1.64697  -0.38849  -0.17296
H  -2.46976  0.15512  2.06693
H  -1.53360  1.57253  1.20049
H  -0.66994  0.03345  1.71531
H  -2.21058  -1.35468  -0.06923
H  -2.83737  0.01099  -0.43686
H  -0.86189  0.05676  -2.02882
H  0.55527  -1.46600  -1.55810
H  0.05722  -1.88046  -0.03264
H  1.02042  1.53174  -0.67790
H  3.71346  1.02549  -0.00088
N  -0.72016  0.03236  -0.91293
N  1.71022  1.03284  -0.15645
O  2.92104  1.86560  -0.03379
S  2.96956  -1.24702  0.47941

---

#S
Below is one molecule with the formula C4H10N2OS, with properties calculated with wB97M-V/def2-TZVPD.

Values from the calculation:
**SMILES**: CNC(=O)[C@@H](N)CS
**Frontier orbital gap**: 9.52 eV
**Charge**: 0
**Highest occupied orbital energy**: -8.754 eV
**LUMO**: 0.77 eV

Positions of all 18 atoms, in Å:
N  -0.73933  1.21334  1.55817
C  -0.08368  0.20909  0.72666
C  -0.69881  -1.17029  1.00991
S  0.35918  -2.49060  0.35436
C  -0.27443  0.55163  -0.76299
N  0.34008  1.68821  -1.18676
C  1.51218  2.33760  -0.63143
O  -1.00049  -0.10574  -1.47690
H  -0.15916  1.93485  1.93340
H  -1.65084  1.46844  1.22925
H  0.94439  0.13780  1.04975
H  -0.95065  -1.25640  2.06490
H  -1.66194  -1.20834  0.49714
H  -0.15584  -2.51017  -0.87976
H  0.01228  2.04566  -2.05548
H  1.33874  3.40961  -0.54154
H  2.34922  2.21697  -1.32292
H  1.73714  1.95326  0.35491

---

Most stable structure: #S

---

#P
Below is a 2-piece molecular cluster, CH2N4P overall, with properties calculated with wB97M-V/def2-TZVPD.

Values from the calculation:
**Frontier orbital gap (spin up / spin down)**: 7.33 / 8.60 eV
**Charge**: -1
**Highest occupied orbital energy (spin up / spin down)**: -5.021 / -4.944 eV
**LUMO (spin up / spin down)**: 2.31 / 3.66 eV

Positions of all 8 atoms, in Å:
C  -0.34444  -0.46591  0.07277
N  -0.95721  -1.59842  0.17592
N  -1.05400  0.60804  -0.13587
N  -2.24405  -1.22807  0.03151
N  -2.27084  0.12056  -0.15260
P  2.64153  0.41740  -0.30195
H  2.27355  0.60468  1.02180
H  1.95545  1.54172  -0.71158

---

#Q
Below is an isolated ion of composition CH2N4P and charge -1, with properties calculated with wB97M-V/def2-TZVPD.

Values from the calculation:
**Frontier orbital gap**: 6.58 eV
**Charge**: -1
**Highest occupied orbital energy**: -2.162 eV
**LUMO**: 4.41 eV

Positions of all 8 atoms, in Å:
C  -0.03709  0.49461  -1.37640
N  0.39010  0.78474  -0.14137
N  -0.78396  -0.58185  -1.44262
N  -0.11169  -0.22458  0.59356
N  -0.82608  -1.06965  -0.18604
P  -0.07486  -0.54130  2.33884
H  0.16268  0.99562  -2.24978
H  1.28090  0.14243  2.46382

---

Most stable structure: #Q